Record 1
This record from the Open Molecules 2025 dataset describes a 10-piece molecular cluster, C39H91N20O9 overall. The level of theory is ωB97M-V/def2-TZVPD.

Cartesian coordinates (Å):
O (-6.3996, -4.6003, -0.5569)
O (0.2956, -1.2876, -9.8361)
O (-1.6844, 4.5973, -6.6044)
O (8.5852, 5.7861, 4.0834)
O (-4.2859, -5.1410, 3.3871)
O (-2.6410, -1.8477, 6.9705)
O (2.1477, 0.8629, -5.5095)
O (1.8328, -5.2736, 8.4133)
O (-4.7081, -2.4603, -3.8924)
N (2.5959, 0.2209, -7.6312)
N (-2.9118, -1.2783, -4.6069)
N (-1.0339, -1.7895, 8.5443)
N (3.4597, -5.2502, 9.9890)
N (6.4575, 5.7213, 3.3140)
N (-4.8531, -0.2049, -4.0017)
N (8.0130, 4.1836, 2.5893)
N (-1.8688, 0.1687, 7.6653)
N (2.5820, 0.2326, 1.3611)
N (-0.6276, -0.1123, -8.1385)
N (-1.7849, -0.4289, -10.0999)
N (-6.3665, -4.2604, 3.1646)
N (3.4955, 1.0774, 0.9780)
N (-0.4584, 3.1031, -5.4223)
N (-5.2293, -4.8348, -2.4809)
N (3.4333, 2.1955, -6.8284)
N (-5.2385, -4.0973, 5.1537)
N (2.6385, -3.2810, 9.1315)
N (-5.2665, -6.5278, -0.9346)
N (0.2793, 3.8634, -7.4635)
C (2.9235, 1.9388, -2.6920)
C (4.8725, 2.6536, -0.4154)
C (2.5921, -4.6453, 9.1298)
C (0.6382, -1.1638, 0.9050)
C (-3.3983, 4.1419, 3.1112)
C (0.2675, -3.9428, 3.4306)
C (2.0990, 4.2031, -1.6180)
C (0.8440, -0.1053, -2.0321)
C (-0.6905, 3.9040, -6.5051)
C (1.8984, 3.1476, -2.7450)
C (-1.0051, 6.3914, -0.5248)
C (1.7131, -0.1554, 0.4459)
C (1.4656, -3.2914, 5.5689)
C (-0.5426, 6.8613, 0.9036)
C (3.7192, 1.6815, -0.1909)
C (7.7442, 5.2681, 3.3794)
C (2.6926, 1.0779, -6.5921)
C (-5.2380, -4.5382, 3.8696)
C (-0.2684, 5.0716, -0.9725)
C (-5.6813, -5.2747, -1.2761)
C (-1.6162, -4.2065, 1.6088)
C (-2.7839, 6.4772, 2.1421)
C (2.8177, 1.3329, -1.2837)
C (-4.1937, -1.3860, -4.1492)
C (0.3278, -3.1256, -1.7742)
C (1.6116, -1.1418, -2.9583)
C (-1.2674, 6.0510, 2.0377)
C (1.0664, 5.3934, -1.7405)
C (-3.7799, 5.2752, 2.0919)
C (-0.6528, -4.9582, 2.6038)
C (1.8190, 0.3681, -0.9173)
C (0.9686, -2.5701, -3.0762)
C (-0.3198, -5.2207, -0.4522)
C (-1.7128, -4.8858, 0.1852)
C (5.9920, 2.4523, 0.3038)
C (-0.1485, -4.6201, -1.9018)
C (0.3043, -4.2214, 4.9741)
C (-0.6464, -0.6521, -9.3912)
C (-1.8997, -1.1960, 7.6787)
H (-1.1548, -4.6503, -2.3865)
H (1.1101, -3.1073, -0.9853)
H (-4.4495, 0.6895, -4.2074)
H (-2.6175, 3.5116, 2.6198)
H (1.3142, -4.1169, 3.0735)
H (0.2014, -0.8255, 1.8744)
H (-0.0414, -2.8856, 3.2889)
H (-0.6232, -3.8957, 5.4995)
H (2.0562, -0.6140, -7.4865)
H (-5.5116, -3.9118, -2.7731)
H (0.5930, -5.2598, 5.2309)
H (-0.0020, -5.7110, 2.1143)
H (-0.5771, -2.5437, -1.4844)
H (-5.7997, -0.2475, -3.6664)
H (-2.9190, 7.0766, 3.0686)
H (0.1441, 4.4391, -8.2760)
H (0.5293, -4.9112, 0.1954)
H (-5.9992, -3.5997, 5.5758)
H (2.6999, 1.1845, -3.4883)
H (8.9506, 3.8227, 2.6115)
H (0.3567, 2.5208, -5.3203)
H (3.8860, 2.3897, -7.7032)
H (-2.1068, 6.2404, -0.5049)
H (-0.2641, -6.3341, -0.5425)
H (3.9401, 2.3599, -2.8616)
H (-0.9942, 4.5159, -1.6091)
H (-2.4693, -0.4057, -4.8250)
H (7.3338, 3.7403, 2.0012)
H (3.4534, -6.2544, 10.0144)
H (2.2079, -3.8815, 6.1514)
H (-5.5785, -6.8906, -0.0511)
H (3.0280, 0.3698, -8.5251)
H (0.6465, 0.8038, -2.6457)
H (-1.1335, 4.9733, 1.7937)
H (1.7147, -0.7213, -3.9857)
H (3.2549, -2.7428, 9.7110)
H (-1.2753, -5.4705, 3.3755)
H (-4.6748, -7.0949, -1.5114)
H (-1.3825, 0.4156, -7.7414)
H (1.1057, 3.2970, -7.3986)
H (0.8680, 5.6525, -2.7991)
H (-0.1317, -0.4511, -1.6487)
H (5.7484, 5.3082, 2.7388)
H (1.0778, -2.4938, 6.2467)
H (-1.3812, -3.1207, 1.5211)
H (-2.4969, 0.6344, 7.0352)
H (0.2900, -2.5994, -3.9595)
H (-4.4155, -4.2850, 5.6996)
H (-2.9739, 4.5359, 4.0586)
H (-2.3954, -2.1316, -4.7285)
H (-4.6384, -5.3743, -3.0841)
H (-1.1509, 3.1056, -4.6947)
H (2.0120, -2.8026, 8.5079)
H (0.8844, 2.6994, -2.5855)
H (-4.7960, 5.6342, 2.3821)
H (0.1988, -0.2628, -7.5957)
H (0.5873, -5.2037, -2.4949)
H (1.5291, 6.2312, -1.1634)
H (1.8607, 3.5981, -3.7638)
H (-3.0268, 7.1594, 1.2901)
H (-0.7079, 7.9569, 1.0435)
H (-0.8053, 6.2725, 3.0246)
H (-3.8790, 4.8872, 1.0522)
H (6.2234, 6.5171, 3.8810)
H (3.1554, 4.5532, -1.6700)
H (-2.2881, -4.1741, -0.4602)
H (-6.3954, -4.5737, 2.2093)
H (3.5260, 2.8545, -6.0752)
H (-4.2515, 3.4488, 3.2956)
H (0.5657, 6.7201, 0.9402)
H (-0.4054, -1.2843, 9.1404)
H (4.1658, 1.3273, 1.7097)
H (1.8085, -3.2671, -3.3263)
H (5.9730, 1.9293, 1.2808)
H (-1.0347, -2.7950, 8.5745)
H (-2.5678, 0.0909, -9.7499)
H (4.8128, 3.4693, -1.1474)
H (-7.1542, -3.7682, 3.5409)
H (1.9457, 3.7938, -0.5912)
H (6.9822, 2.7838, -0.0691)
H (2.6582, -1.2167, -2.5735)
H (-1.8300, -0.8137, -11.0271)
H (-1.2623, 0.7188, 8.2436)
H (-0.0897, 4.4738, -0.0504)
H (4.0924, -4.7521, 10.5864)
H (-2.6486, -4.2664, 2.0515)
H (2.0287, -2.7764, 4.7570)
H (-0.2012, -1.2246, 0.1936)
H (-2.3372, -5.7975, 0.2863)
H (1.1239, -2.1506, 1.0808)
H (-0.7954, 7.2281, -1.2333)

* E_HOMO: -10.6 eV
* net charge: +1
* E: -3312.939427 Eh
* 2S+1: 1


Record 2
This record from the Open Molecules 2025 dataset describes a 5-piece molecular cluster, C80H81BNO12 overall. The level of theory is ωB97M-V/def2-TZVPD.

Cartesian coordinates (Å):
O (-9.8922, 1.1837, 5.7105)
O (12.5579, -2.1372, -1.8543)
O (-9.6958, 5.4855, -3.2688)
O (-13.7424, 1.5820, 2.0383)
O (8.6699, 0.9230, -2.6176)
O (-2.9714, 0.1615, 3.6713)
O (0.8978, -0.2306, 7.3225)
O (1.8011, -2.2518, 1.1301)
O (-5.4258, -1.4770, 0.8161)
O (-12.1886, 9.7653, -1.2858)
O (16.7248, -0.4792, -4.7440)
O (7.9752, 2.8501, -1.4886)
N (5.1445, -5.1682, -1.3492)
C (-0.8545, -3.3504, -4.2636)
C (0.9277, 1.0224, 2.4884)
C (13.5007, -1.7754, -2.5348)
C (13.3648, -0.6274, -3.4598)
C (-12.1884, 1.0490, 5.2412)
C (17.0847, -2.7687, -3.1844)
C (10.2816, 2.2445, -0.9862)
C (14.4596, -0.1810, -4.2008)
C (2.9558, -3.6858, -0.8865)
C (-2.1728, -3.3548, -3.3179)
C (6.7645, -5.0423, 0.6847)
C (-10.0986, 10.2260, -3.0812)
C (-10.4526, 1.7145, 3.4940)
C (-0.3812, 0.7256, 2.8391)
C (-10.7752, 1.3041, 4.8794)
C (-13.1968, 1.1727, 4.2855)
C (-12.8661, 1.5176, 2.8839)
C (-12.5105, 0.6966, 6.5522)
C (-12.9760, 7.2673, -0.3140)
C (-13.3489, 5.9922, 0.0952)
C (-2.4179, -0.2440, 5.9194)
C (-0.6898, 0.3730, 4.1506)
C (-3.7466, -0.4491, 6.2921)
C (17.2098, -3.8764, -2.3542)
C (8.1411, -0.2108, -1.8169)
C (3.0776, -2.8803, 0.6207)
C (-3.7032, -1.9658, -1.7613)
C (14.7999, -2.4830, -2.4564)
C (-1.7168, -0.7165, 8.1822)
C (6.8161, -2.4676, -1.9955)
C (1.9364, 0.9696, 3.4481)
C (0.3207, 0.2971, 5.1084)
C (-14.5280, 0.9676, 4.6497)
C (-8.8201, 2.3912, 1.8524)
C (1.7516, -3.6223, -4.2897)
C (15.8811, -2.0655, -3.2328)
C (5.4539, -2.5188, -1.1492)
C (-10.4886, 8.9468, -2.6834)
C (13.0962, 1.5580, -5.1681)
C (6.5583, -4.3010, 2.1067)
C (-11.5985, 8.7891, -1.7160)
C (-2.8220, -1.8871, -3.1209)
C (-8.7546, 7.9931, -4.0670)
C (7.9504, -4.0412, 2.8793)
C (11.9978, 1.1003, -4.4435)
C (14.3252, 0.9194, -5.0482)
C (-5.6676, -0.5687, 1.9427)
C (-14.8467, 0.6305, 5.9603)
C (-2.0946, 0.0992, 4.5155)
C (-3.0414, -0.9254, 8.5483)
C (-4.0570, -0.7845, 7.6052)
C (-9.0363, 10.3857, -3.9630)
C (-1.4032, -0.3658, 6.8687)
C (-11.9764, 7.4276, -1.2735)
C (5.3555, -5.5603, 0.0621)
C (14.9344, -3.5847, -1.6111)
C (-9.8180, 2.4447, 0.8818)
C (-11.4555, 1.7919, 2.5273)
C (16.1377, -4.2785, -1.5607)
C (8.8804, 2.0245, -1.7265)
C (12.1319, 0.0130, -3.5876)
C (-8.3595, 9.2698, -4.4502)
C (-13.8373, 0.4877, 6.9096)
C (-11.1334, 2.1465, 1.2176)
C (-9.8241, 7.8281, -3.1863)
C (2.9989, -4.5291, -3.7553)
C (0.4538, -3.6928, -3.3549)
C (-5.6220, -0.7850, -0.4402)
C (-10.2465, 6.4638, -2.7952)
C (4.2355, -3.6644, -3.1915)
C (-12.7335, 4.8731, -0.4609)
C (1.6353, 0.6026, 4.7555)
C (-4.2331, -0.5412, -1.2520)
C (-11.7324, 5.0288, -1.4122)
C (15.7634, -0.8759, -4.1071)
C (-11.3433, 6.3072, -1.8124)
C (7.0125, -0.9991, -2.6746)
C (0.0087, -0.1110, 6.4965)
C (-9.1349, 2.0210, 3.1550)
C (2.8550, -1.2345, 0.5260)
B (4.4699, -3.8109, -1.5375)
H (4.0283, -2.5706, -3.4661)
H (-5.0916, -0.9385, 7.8941)
H (-15.8831, 0.4765, 6.2425)
H (3.8864, -3.2801, 1.3996)
H (-11.9061, 2.1949, 0.4590)
H (7.6940, -2.5489, -1.2487)
H (7.4328, -1.0584, -3.7320)
H (0.4449, -2.8818, -2.5366)
H (11.1783, 2.1779, -1.6938)
H (-11.2528, 4.1534, -1.8379)
H (-3.2837, -1.1942, 9.5714)
H (2.9581, 1.2127, 3.1763)
H (14.1011, -3.9057, -0.9950)
H (5.8835, -4.9675, 2.7605)
H (-1.8277, -3.6788, -2.2782)
H (5.4482, -6.7131, 0.0672)
H (2.5289, -0.7708, -0.4547)
H (4.5006, -5.3204, 0.7776)
H (1.1629, 1.2996, 1.4664)
H (11.2719, -0.3355, -3.0242)
H (7.7144, 0.2579, -0.8676)
H (2.3205, -2.9268, -1.4452)
H (-4.5113, 0.1319, -2.1291)
H (-8.7319, 11.3815, -4.2681)
H (2.4252, 0.5585, 5.4980)
H (-6.1307, 0.2355, -0.3055)
H (5.1711, -4.0354, -3.7490)
H (7.7233, -3.2706, 3.7035)
H (-5.5316, -1.1900, 2.8885)
H (6.9614, -3.3172, -2.7333)
H (-3.0830, -2.4185, -0.9169)
H (-0.9477, -4.0317, -5.1690)
H (6.0793, -0.3533, -2.5977)
H (18.1447, -4.4263, -2.3235)
H (-13.0317, 3.8786, -0.1477)
H (-8.2252, 7.1280, -4.4527)
H (17.9247, -2.4570, -3.7963)
H (-2.0186, -1.0801, -2.9434)
H (-4.9793, 0.3393, 1.9221)
H (3.5180, -0.7470, 1.3071)
H (10.2957, 3.2950, -0.5244)
H (-4.5878, -2.6524, -2.0075)
H (-14.0861, 0.2175, 7.9306)
H (11.0361, 1.5931, -4.5446)
H (6.0726, -3.2649, 1.9939)
H (-9.5700, 2.7249, -0.1368)
H (-3.4689, -1.5823, -4.0144)
H (4.7112, -5.9116, -1.9101)
H (-11.7289, 0.5887, 7.2970)
H (-13.4624, 8.1352, 0.1188)
H (7.4296, -5.9497, 0.9149)
H (-3.4813, -0.0497, -0.5427)
H (-6.7529, -0.2055, 1.8332)
H (2.0864, -2.5484, -4.5379)
H (8.3560, -4.9970, 3.3483)
H (2.6516, -5.3733, -3.0648)
H (-0.7040, -2.2478, -4.5671)
H (10.4582, 1.5123, -0.1350)
H (2.4454, -4.6784, -0.6673)
H (-10.6189, 11.0990, -2.7012)
H (7.3343, -4.3516, -0.0128)
H (16.2391, -5.1379, -0.9061)
H (4.8184, -1.5881, -1.3805)
H (3.3803, -5.0626, -4.7072)
H (-7.7956, 2.6362, 1.5925)
H (-14.1215, 5.8698, 0.8470)
H (-4.5422, -0.3441, 5.5616)
H (1.4314, -4.0651, -5.3075)
H (-7.5242, 9.3959, -5.1311)
H (-2.9220, -4.1239, -3.6916)
H (5.7619, -2.5201, -0.0414)
H (8.6832, -3.5390, 2.1695)
H (-1.1630, 0.7732, 2.0885)
H (-0.9304, -0.8231, 8.9221)
H (-15.3189, 1.0741, 3.9145)
H (-8.3527, 1.9759, 3.9056)
H (-6.2876, -1.4312, -1.1069)
H (12.9926, 2.4111, -5.8306)
H (15.1759, 1.2773, -5.6186)
H (0.2947, -4.7181, -2.8644)
H (9.0190, -0.8848, -1.5278)

* E_HOMO: -4.3 eV
* net charge: -1
* E: -4079.432215 Eh
* 2S+1: 1


Record 3
This record from the Open Molecules 2025 dataset describes C25H33N4O6PS3W as an isolated structure. The level of theory is ωB97M-V/def2-TZVPD.

Cartesian coordinates (Å):
W (0.2749, -1.5279, -0.3474)
S (0.0613, -3.3508, -2.1044)
S (-2.0945, 0.1083, 1.3747)
S (2.5009, -2.1534, -1.2338)
P (-0.8605, -3.3441, 1.8735)
O (-1.3897, -2.8157, 0.3296)
O (-1.0702, -4.9008, 1.6441)
O (0.7042, -3.1304, 1.2602)
O (-2.5285, -0.1624, 0.0182)
O (-2.6738, -0.6358, 2.4495)
O (2.3436, -4.0458, -3.1044)
N (1.6271, -0.4429, 0.9452)
N (-0.4985, -0.4106, 1.2632)
N (0.8512, 0.9080, 2.7491)
N (-2.5291, 5.8237, 2.5120)
C (0.3848, 0.7428, -2.7220)
C (0.2901, 2.1445, -2.1146)
C (0.6537, 0.0855, 1.7368)
C (-2.4028, 4.5024, 2.2460)
C (2.1178, 1.2136, 2.9926)
C (-2.2562, 2.7004, 0.6441)
C (-0.7032, 0.4482, -3.7663)
C (-2.1223, 1.7960, 1.6984)
C (1.1080, 2.4651, -1.0309)
C (-1.6243, -5.7238, 2.7192)
C (-0.4933, 4.4229, -2.1410)
C (-0.5216, 3.1327, -2.6576)
C (0.3278, 4.7338, -1.0689)
C (3.7921, -3.9900, -3.2202)
C (0.2103, -0.2401, -1.6233)
C (-2.3991, 4.0381, 0.9160)
C (1.7315, -3.2703, -2.2854)
C (1.7639, -4.0641, 1.5974)
C (-2.1285, 2.2337, 3.0255)
C (3.1937, 0.7049, 2.2546)
C (1.1255, 3.7467, -0.5063)
C (-2.2533, 3.5714, 3.2947)
C (1.7717, 0.5563, -3.3643)
C (2.9045, -0.1415, 1.2152)
C (-2.7877, -3.0360, -0.0440)
H (-0.8565, -5.9214, 3.4623)
H (1.8696, -0.4392, -3.8019)
H (-1.9340, -6.6482, 2.2455)
H (2.2936, 1.8915, 3.8201)
H (1.7718, 3.9813, 0.3295)
H (-0.5647, 1.0837, -4.6400)
H (-1.7029, 0.6228, -3.3647)
H (-2.2713, 2.3479, -0.3786)
H (-1.1674, 2.9199, -3.4982)
H (4.2446, -4.2931, -2.2784)
H (-2.2646, 3.9164, 4.3206)
H (2.1740, -3.8047, 2.5713)
H (-2.7969, 6.4607, 1.7827)
H (-2.4793, -5.2286, 3.1735)
H (4.0395, -4.6942, -4.0051)
H (4.0975, -2.9830, -3.4968)
H (-1.1120, 5.1882, -2.5915)
H (2.5285, -3.9691, 0.8340)
H (3.6741, -0.5715, 0.5863)
H (4.2117, 0.9704, 2.4943)
H (-0.9133, -0.4307, -1.3487)
H (1.3674, -5.0757, 1.5986)
H (-2.8678, -2.8256, -1.1060)
H (-2.0493, 1.5186, 3.8331)
H (2.5752, 0.7108, -2.6451)
H (-3.0154, -4.0826, 0.1408)
H (-0.6324, -0.5889, -4.0974)
H (0.3519, 5.7409, -0.6744)
H (1.8868, 1.2924, -4.1594)
H (-3.4318, -2.3712, 0.5216)
H (-2.6726, 6.1364, 3.4560)
H (-2.5222, 4.7425, 0.1039)
H (1.7671, 1.7106, -0.6131)

* E_HOMO: -12.8 eV
* net charge: +2
* E: -3245.435241 Eh
* energy above the lowest of the compared OMol25 structures with the same formula, charge and spin: 11.2 kcal per mole
* 2S+1: 1